Molecular formula: C26H28BrN4OPbS4
Method: DFT, ωB97M-V/def2-TZVPD

Structure (ORCA input):
```
! wB97M-V def2-TZVPD RIJCOSX def2/J DEFGRID3
* xyz -1 1
Pb 0.13 -0.15 1.66
C -1.31 -2.56 0.54
C -2.05 -1.90 -0.39
C -2.92 -0.93 0.27
C -2.71 -0.99 1.61
C -1.63 -1.96 1.84
C -1.36 -2.62 3.16
C -3.45 -0.23 2.68
C -3.88 -0.04 -0.44
C -2.01 -2.08 -1.88
C -0.41 -3.74 0.36
H -2.08 -3.43 3.32
H -1.46 -1.92 3.99
H -0.36 -3.06 3.20
H -3.62 0.81 2.40
H -2.89 -0.21 3.62
H -4.42 -0.68 2.89
H -4.81 -0.56 -0.69
H -3.44 0.32 -1.38
H -4.13 0.84 0.15
H -3.01 -2.29 -2.28
H -1.35 -2.89 -2.18
H -1.66 -1.16 -2.36
H -0.96 -4.68 0.49
H 0.41 -3.75 1.07
H 0.04 -3.77 -0.64
O 2.41 2.54 7.56
C 2.01 2.34 6.44
S 0.32 2.50 5.95
C 0.53 2.14 4.25
C 1.81 1.85 3.85
S 2.26 1.27 2.30
S 3.05 1.87 5.09
S -0.86 1.97 3.27
N 1.82 -1.51 0.68
C 2.60 -2.26 0.24
N 3.50 -3.07 -0.19
C 3.37 -3.76 -1.31
N 3.33 -4.41 -2.27
Br 6.71 -0.90 -3.16
C 5.09 -0.23 -2.45
C 5.10 0.93 -1.70
C 3.88 1.37 -1.20
N 2.72 0.75 -1.41
C 2.75 -0.37 -2.13
C 3.91 -0.91 -2.67
H 6.02 1.46 -1.50
H 3.84 2.27 -0.58
H 1.80 -0.87 -2.27
H 3.88 -1.84 -3.23
C -1.24 1.82 -3.49
C -1.08 2.56 -2.16
C 0.11 3.53 -2.26
C -2.35 3.34 -1.83
C -0.78 1.59 -1.09
C -0.49 0.84 -0.19
H -1.44 2.53 -4.30
H -2.07 1.11 -3.45
H -0.33 1.27 -3.74
H -0.06 4.26 -3.06
H 1.03 2.98 -2.47
H 0.24 4.07 -1.32
H -2.50 4.14 -2.56
H -2.29 3.78 -0.84
H -3.23 2.69 -1.86
*
```

Energy above the lowest of the compared OMol25 structures with the same formula, charge and spin   2.7534 eV
M   827.91 g/mol
HOMO-LUMO gap (spin up / spin down)   5.3953 / 5.2723 eV
LUMO level (spin up / spin down)   0.71 / 0.63 eV
HOMO energy (spin up / spin down)   -4.68 / -4.64 eV

=====

Molecular formula: C16H45N7O23
Method: DFT, ωB97M-V/def2-TZVPD

Structure (ORCA input):
```
! wB97M-V def2-TZVPD RIJCOSX def2/J DEFGRID3
* xyz 0 1
C -2.70 -0.70 -1.88
O -2.07 -0.26 -0.67
H -3.31 -1.58 -1.73
H -3.16 0.21 -2.28
H -1.88 -0.79 -2.60
H -1.59 -1.04 -0.38
C 2.90 -2.61 -1.66
O 1.77 -1.96 -2.18
H 2.83 -2.76 -0.59
H 3.03 -3.64 -2.01
H 3.83 -2.07 -1.82
H 0.98 -2.34 -1.78
C 2.43 2.36 0.44
O 2.08 1.83 1.69
H 2.81 3.39 0.41
H 3.22 1.69 0.11
H 1.58 2.35 -0.24
H 1.16 1.54 1.68
C -2.65 1.54 0.29
N -3.10 1.97 1.66
O -2.14 2.34 2.37
O -4.27 1.90 2.08
H -3.29 2.09 -0.40
H -2.54 0.47 0.15
H -1.68 2.02 0.17
C 2.96 -0.03 -1.54
N 2.63 0.82 -2.71
O 2.25 1.95 -2.53
O 2.74 0.30 -3.84
H 3.50 -0.85 -2.00
H 2.07 -0.44 -1.05
H 3.55 0.58 -0.86
C 2.45 -0.82 2.46
N 3.22 -0.89 1.20
O 4.41 -1.21 1.27
O 2.57 -0.83 0.15
H 1.41 -0.59 2.26
H 2.94 0.03 2.93
H 2.62 -1.79 2.93
C -0.54 3.05 -2.87
N -0.66 2.05 -1.76
O -0.06 2.33 -0.74
O -1.30 1.02 -2.06
H -0.88 2.69 -3.84
H 0.49 3.40 -2.88
H -1.08 3.94 -2.57
C 0.86 0.01 -3.90
N -0.54 -0.25 -4.22
O -1.16 -1.12 -3.59
O -1.03 0.44 -5.14
H 1.08 -0.55 -2.99
H 0.80 1.09 -3.82
H 1.43 -0.37 -4.76
C -0.15 0.11 0.34
N 0.09 -0.69 -0.93
O -0.14 -1.89 -0.85
O 0.38 -0.02 -1.93
H -0.92 -0.44 0.88
H -0.46 1.12 0.07
H 0.73 0.07 0.97
C 0.88 -4.32 1.10
N 0.93 -3.11 0.21
O 0.96 -2.01 0.71
O 1.02 -3.29 -1.00
H 1.85 -4.81 0.96
H 0.06 -5.01 0.93
H 0.75 -4.09 2.15
C -4.60 -0.75 0.60
O -4.01 -1.67 1.51
C -2.68 -1.83 1.54
O -1.91 -1.24 0.85
O -2.37 -2.73 2.56
C -1.02 -3.24 2.55
H -5.63 -1.01 0.35
H -3.99 -0.72 -0.31
H -4.64 0.20 1.12
H -0.89 -3.87 3.43
H -0.33 -2.41 2.67
H -0.77 -3.81 1.65
C -0.98 2.28 4.67
O -0.25 1.34 3.86
C -0.04 1.73 2.58
O 0.36 0.98 1.68
O -0.25 3.00 2.41
C 0.17 3.55 1.20
H -1.95 2.39 4.18
H -0.70 3.31 4.87
H -1.30 1.85 5.62
H -0.17 4.58 1.10
H -0.24 3.02 0.34
H 1.24 3.49 0.98
*
```

Energy above the lowest of the compared OMol25 structures with the same formula, charge and spin   47.4713 eV
M   703.56 g/mol
HOMO-LUMO gap   7.3030 eV
LUMO level   -0.74 eV
HOMO energy   -8.04 eV

=====

Molecular formula: C10H18O2S
Method: DFT, ωB97M-V/def2-TZVPD

Structure (ORCA input):
```
! wB97M-V def2-TZVPD RIJCOSX def2/J DEFGRID3
* xyz 0 1
C -1.42 -0.71 0.09
C 0.64 -1.53 -0.16
C -3.30 0.75 0.88
C -2.44 -0.94 -0.97
C -1.65 1.61 -0.90
C 2.45 -1.46 1.31
C 1.28 0.75 0.73
C 2.76 -0.57 -1.03
C -2.29 0.39 -0.19
C 1.77 -0.66 0.15
O -1.18 -3.28 1.00
O -0.43 -1.39 2.44
S -0.68 -1.95 1.09
H -3.79 -0.13 1.15
H -2.79 0.88 1.88
H -4.08 1.45 0.53
H -3.36 -1.50 -0.81
H 0.41 -1.80 -1.13
H -2.28 -0.81 -2.00
H -1.34 1.38 -2.02
H -0.87 2.20 -0.34
H -2.56 2.28 -1.04
H 1.61 -1.65 2.04
H 2.95 -2.28 0.96
H 3.30 -0.86 1.73
H 0.90 0.63 1.63
H 0.58 1.15 -0.03
H 2.04 1.36 0.74
H 2.17 -0.58 -1.89
H 3.29 -1.42 -1.01
H 3.50 0.18 -1.01
*
```

Energy above the lowest of the compared OMol25 structures with the same formula, charge and spin   6.9142 eV
M   202.32 g/mol
HOMO-LUMO gap (spin up / spin down)   8.6818 / 8.6812 eV
LUMO level (spin up / spin down)   -0.09 / -0.09 eV
HOMO energy (spin up / spin down)   -8.77 / -8.77 eV

=====

Molecular formula: C24H40F5NOSb
Method: DFT, ωB97M-V/def2-TZVPD

Structure (ORCA input):
```
! wB97M-V def2-TZVPD RIJCOSX def2/J DEFGRID3
* xyz -1 1
C 4.04 0.75 0.60
C 4.12 1.35 -0.83
C 2.76 1.40 -1.57
C 2.70 0.55 -2.85
C 2.05 -0.83 -2.68
C 2.42 -1.55 -1.39
C 1.97 -3.00 -1.43
C 2.21 -3.74 -0.12
C 1.19 -3.50 1.00
C -0.30 -3.72 0.71
C -1.16 -2.93 1.73
C -2.40 -2.21 1.19
Sb -2.12 -0.28 0.19
C -1.90 1.56 -0.94
O -0.61 -1.01 -0.95
N -3.47 -0.96 -1.40
C -4.67 -0.65 -1.29
C -5.30 0.44 -2.18
C -5.65 -1.30 -0.31
C -0.66 0.41 1.77
F 0.58 -0.14 1.50
F -1.03 -0.03 3.03
C -0.47 1.90 1.87
C -1.55 2.76 2.05
C -1.38 4.14 2.14
C -0.10 4.70 2.08
C 0.99 3.84 1.94
C 2.38 4.40 1.89
F 3.24 3.62 2.59
F 2.46 5.61 2.43
F 2.88 4.47 0.65
C 0.81 2.46 1.82
H 4.18 1.51 1.37
H 3.05 0.33 0.76
H 4.78 -0.03 0.72
H 4.56 2.34 -0.81
H 4.80 0.72 -1.41
H 2.64 2.43 -1.91
H 1.93 1.19 -0.91
H 2.09 1.10 -3.57
H 3.68 0.44 -3.32
H 2.38 -1.47 -3.51
H 0.98 -0.73 -2.78
H 1.89 -1.04 -0.59
H 3.50 -1.47 -1.25
H 0.94 -3.03 -1.77
H 2.55 -3.51 -2.21
H 2.36 -4.81 -0.26
H 3.16 -3.36 0.26
H 1.36 -2.50 1.41
H 1.45 -4.20 1.79
H -0.49 -4.78 0.86
H -0.58 -3.50 -0.32
H -0.50 -2.28 2.30
H -1.53 -3.67 2.45
H -2.89 -2.85 0.46
H -3.10 -2.07 2.00
H -3.50 0.37 1.10
H -2.54 2.31 -0.49
H -0.87 1.90 -0.98
H -2.29 1.36 -1.93
H -1.03 -1.64 -1.53
H -6.37 0.30 -2.32
H -5.09 1.41 -1.73
H -4.84 0.37 -3.16
H -5.58 -0.82 0.66
H -5.45 -2.36 -0.21
H -6.68 -1.20 -0.65
H -2.54 2.35 2.12
H -2.22 4.80 2.26
H 0.07 5.76 2.14
H 1.70 1.85 1.70
*
```

M   575.34 g/mol
HOMO-LUMO gap   6.7968 eV
LUMO level   2.92 eV
HOMO energy   -3.87 eV

=====

Molecular formula: C5H12N2O2
Method: DFT, ωB97M-V/def2-TZVPD

Structure (ORCA input):
```
! wB97M-V def2-TZVPD RIJCOSX def2/J DEFGRID3
* xyz 0 1
C -1.48 2.81 -0.69
C 1.45 -2.62 1.88
C -0.21 1.88 -0.99
C 0.33 -1.62 1.85
C -0.71 0.49 -1.12
N 0.46 -0.47 2.31
N -0.07 -0.47 -1.55
O -0.46 -1.66 -1.68
O 1.22 -0.21 -1.90
H -2.36 2.67 -1.38
H -1.32 3.92 -0.82
H -1.80 2.61 0.30
H 2.19 -2.60 2.68
H 1.06 -3.73 1.88
H 1.88 -2.44 0.89
H 0.32 2.00 -1.89
H 0.47 2.04 -0.20
H -0.54 -2.05 1.12
H -1.73 0.32 -0.69
H -0.28 0.13 2.13
H 1.59 -1.02 -2.10
*
```

Energy above the lowest of the compared OMol25 structures with the same formula, charge and spin   6.1426 eV
M   132.16 g/mol
HOMO-LUMO gap   9.8602 eV
LUMO level   0.78 eV
HOMO energy   -9.08 eV

=====

Molecular formula: C37H40O2P2Pt
Method: DFT, ωB97M-V/def2-TZVPD

Structure (ORCA input):
```
! wB97M-V def2-TZVPD RIJCOSX def2/J DEFGRID3
* xyz 2 5
Pt -0.15 3.99 -0.53
C -0.55 6.02 -0.21
C -1.58 5.36 0.56
C -3.00 5.30 0.04
C -3.06 4.61 -1.33
C -1.84 3.78 -1.68
C -0.75 4.37 -2.47
C -0.75 5.86 -2.74
C -0.90 6.76 -1.49
C -1.34 -0.27 -1.53
H 0.19 6.52 0.42
H -1.48 5.52 1.66
H -3.48 6.29 0.01
H -3.59 4.73 0.77
H -3.92 3.93 -1.33
H -3.24 5.36 -2.11
H -2.08 2.75 -1.94
H -0.34 3.70 -3.24
H -1.47 6.14 -3.53
H 0.24 6.11 -3.15
H -0.24 7.64 -1.57
H -1.91 7.17 -1.40
H -0.79 0.67 -1.70
H -1.00 -1.01 -2.27
H -1.19 -0.69 -0.53
P -1.78 2.97 1.37
P -3.04 0.14 -1.86
C -2.95 1.86 0.62
C -3.49 1.32 -0.57
C -1.25 3.17 3.12
C -2.26 3.52 4.06
C -2.03 3.32 5.41
C -0.84 2.76 5.86
C 0.20 2.56 4.95
C 0.04 2.86 3.61
C 1.85 4.18 -0.06
C 3.00 4.11 -0.87
C 4.02 5.04 -0.59
C 4.02 5.75 0.62
C 3.04 5.47 1.57
C 1.96 4.65 1.24
C -4.04 -1.39 -1.75
C -4.22 -1.92 -0.46
C -4.99 -3.06 -0.26
C -5.57 -3.72 -1.34
C -5.37 -3.21 -2.64
C -4.62 -2.05 -2.85
C -2.87 0.76 -3.58
C -1.63 0.73 -4.27
C -1.52 1.21 -5.57
C -2.63 1.72 -6.24
C -3.86 1.79 -5.57
C -3.97 1.33 -4.25
H -3.63 1.68 1.48
H -4.59 1.41 -0.60
H -3.20 3.91 3.67
H -2.82 3.57 6.12
H -0.71 2.48 6.91
H 1.16 2.15 5.27
H 0.91 2.81 2.95
H 3.06 3.41 -1.70
H 4.81 5.24 -1.31
H 4.76 6.53 0.82
H 3.06 5.93 2.56
H 1.12 4.47 1.92
H -3.75 -1.40 0.39
H -5.15 -3.42 0.76
H -6.18 -4.62 -1.18
H -5.84 -3.71 -3.48
H -4.47 -1.64 -3.85
H -0.73 0.32 -3.81
H -0.56 1.15 -6.08
H -2.55 2.07 -7.27
H -4.75 2.15 -6.09
H -4.92 1.42 -3.73
C -0.44 0.30 1.66
O -0.13 1.67 1.17
C 0.45 2.10 -0.12
O 1.20 1.35 -0.68
H -0.31 0.33 2.75
H 0.22 -0.43 1.18
H -1.51 0.09 1.46
*
```

Energy above the lowest of the compared OMol25 structures with the same formula, charge and spin   2.8859 eV
M   773.75 g/mol
HOMO-LUMO gap (spin up / spin down)   5.1932 / 5.8045 eV
LUMO level (spin up / spin down)   -5.79 / -8.16 eV
HOMO energy (spin up / spin down)   -10.99 / -13.96 eV

=====

Molecular formula: C6H11N
Method: DFT, ωB97M-V/def2-TZVPD

Structure (ORCA input):
```
! wB97M-V def2-TZVPD RIJCOSX def2/J DEFGRID3
* xyz 0 1
C -0.72 0.90 2.23
C -1.42 -0.35 1.63
C -1.19 -0.50 0.12
C 0.31 -0.56 -0.14
C 0.79 -0.14 -1.32
N 2.08 -0.26 -1.81
C 2.37 0.19 -2.95
H -0.06 0.56 3.03
H -1.45 1.50 2.77
H -0.07 1.47 1.58
H -2.47 -0.39 1.92
H -0.94 -1.21 2.09
H -1.51 0.41 -0.39
H -1.58 -1.44 -0.26
H 0.83 -1.39 0.34
H 0.06 0.36 -1.95
H 1.62 0.33 -3.74
H 3.38 0.53 -3.15
*
```

Energy above the lowest of the compared OMol25 structures with the same formula, charge and spin   2.1686 eV
M   97.16 g/mol
HOMO-LUMO gap   9.3375 eV
LUMO level   0.58 eV
HOMO energy   -8.76 eV

=====

Molecular formula: C3H10NO
Method: DFT, ωB97M-V/def2-TZVPD

Structure (ORCA input):
```
! wB97M-V def2-TZVPD RIJCOSX def2/J DEFGRID3
* xyz -1 1
C 2.58 -0.43 -1.54
O 2.40 -0.29 -0.20
H 1.83 -1.11 -2.06
H 2.50 0.56 -2.06
H 3.54 -0.85 -1.94
C -2.00 0.76 1.44
C -1.39 -0.41 0.65
N -0.35 0.00 -0.24
H -1.69 1.71 0.96
H -3.08 0.83 1.47
H -1.55 0.87 2.43
H -0.97 -1.15 1.35
H -2.28 -0.82 0.14
H 0.45 -0.60 -0.38
H 0.00 0.92 -0.02
*
```

Energy above the lowest of the compared OMol25 structures with the same formula, charge and spin   1.1713 eV
M   76.12 g/mol
HOMO-LUMO gap   6.2319 eV
LUMO level   3.99 eV
HOMO energy   -2.24 eV

=====

Molecular formula: C16H17F3N4O4S
Method: DFT, ωB97M-V/def2-TZVPD

Structure (ORCA input):
```
! wB97M-V def2-TZVPD RIJCOSX def2/J DEFGRID3
* xyz 0 1
O -1.31 0.17 2.39
C -0.67 0.40 1.39
N 0.69 0.26 1.29
C 1.60 -0.17 2.26
C 1.23 -0.49 3.56
C 2.18 -0.91 4.48
C 3.50 -1.01 4.09
C 3.89 -0.69 2.80
C 2.94 -0.27 1.89
H 3.24 -0.03 0.88
H 4.93 -0.78 2.53
O 4.55 -1.42 4.94
C 4.31 -1.75 6.19
F 5.46 -2.10 6.77
F 3.47 -2.79 6.34
F 3.79 -0.75 6.93
H 1.86 -1.16 5.48
H 0.20 -0.42 3.85
H 1.10 0.47 0.39
C -1.28 0.85 0.07
C -1.39 -0.36 -0.87
N -1.87 0.06 -2.17
S -0.72 0.88 -3.07
O -0.89 2.30 -3.04
O 0.57 0.34 -2.72
C -1.09 0.28 -4.69
C -1.97 0.59 -5.69
N -1.83 -0.28 -6.71
C -0.89 -1.12 -6.35
N -0.41 -0.83 -5.13
H 0.33 -1.26 -4.60
H -0.55 -1.94 -6.95
H -2.67 1.40 -5.74
C -3.17 0.70 -2.11
C -3.22 1.87 -1.12
C -2.68 1.44 0.24
H -2.64 2.30 0.92
H -3.33 0.69 0.70
H -4.24 2.22 -1.03
H -2.60 2.68 -1.51
H -3.39 1.05 -3.12
H -3.90 -0.07 -1.84
H -0.42 -0.83 -1.03
H -2.08 -1.10 -0.46
H -0.63 1.59 -0.40
*
```

Energy above the lowest of the compared OMol25 structures with the same formula, charge and spin   0.0000 eV
M   418.40 g/mol
HOMO-LUMO gap   9.0762 eV
LUMO level   0.37 eV
HOMO energy   -8.71 eV

=====

Molecular formula: C17H23NO4
Method: DFT, ωB97M-V/def2-TZVPD

Structure (ORCA input):
```
! wB97M-V def2-TZVPD RIJCOSX def2/J DEFGRID3
* xyz 0 1
O -5.69 -1.95 0.17
C -5.15 -0.88 0.05
N -4.17 -0.58 -0.83
H -3.70 -1.30 -1.36
C -3.60 0.73 -0.67
C -2.27 0.71 0.09
O -1.80 1.67 0.65
O -1.72 -0.51 0.08
C -0.40 -0.57 0.59
H -0.17 -1.63 0.73
C 0.56 0.06 -0.43
O 0.12 0.55 -1.44
C 2.04 0.00 -0.11
C 2.57 -1.28 -0.79
H 2.09 -2.16 -0.36
C 4.08 -1.37 -0.59
C 4.76 -0.16 -1.22
C 4.24 1.11 -0.54
C 2.73 1.22 -0.74
H 2.36 2.13 -0.27
H 2.49 1.26 -1.80
C 4.56 1.07 0.95
C 3.88 -0.15 1.57
C 4.40 -1.42 0.90
H 5.48 -1.51 1.05
H 3.93 -2.30 1.35
C 2.37 -0.06 1.38
H 1.99 0.84 1.88
H 1.90 -0.93 1.85
H 4.11 -0.19 2.64
H 4.21 1.98 1.43
H 5.64 1.01 1.10
H 4.73 1.99 -1.00
H 5.84 -0.23 -1.10
H 4.55 -0.12 -2.29
H 4.45 -2.29 -1.08
H 2.33 -1.25 -1.86
H -0.33 -0.04 1.54
C -4.69 1.49 0.10
H -4.24 2.23 0.76
H -5.34 2.00 -0.61
C -5.44 0.39 0.84
H -6.52 0.57 0.90
H -5.07 0.25 1.85
H -3.38 1.19 -1.64
*
```

Energy above the lowest of the compared OMol25 structures with the same formula, charge and spin   0.0000 eV
M   305.37 g/mol
HOMO-LUMO gap   10.0209 eV
LUMO level   0.52 eV
HOMO energy   -9.50 eV

=====

> Look up the M of the first one.

827.91 g/mol

=====

> Which value of M does entry 10 give?

305.37 g/mol

=====

> M of number 6 (C37H40O2P2Pt)?

773.75 g/mol